C47H43BrINO3P2PdSTe | wB97M-V/def2-TZVPD

Geometry as ORCA input:
```
! wB97M-V def2-TZVPD RIJCOSX def2/J DEFGRID3
* xyz 0 1
I -2.27 0.49 2.27
Te 1.23 4.27 -0.97
Pd -0.35 0.33 0.55
Br 3.09 -5.95 5.41
S -2.72 -1.83 -0.47
P 2.69 1.54 -0.06
P 0.32 2.17 1.50
O -2.08 -0.57 -1.01
O 0.54 -3.52 -0.48
O -0.09 -1.92 0.97
N 3.65 7.96 1.19
C -2.72 5.57 2.02
C 5.57 2.20 -2.89
C 0.44 -3.03 0.65
C -0.87 4.29 2.89
C 5.77 3.92 -1.21
C 3.66 -1.33 2.70
C -1.81 3.75 0.75
C -0.87 3.51 1.74
C 0.69 0.70 -1.77
C 2.25 -5.08 3.95
C 1.14 1.88 3.11
C 5.30 0.42 2.85
C 4.06 2.24 -1.01
C 2.70 2.68 4.78
C 1.98 -4.79 1.59
C 6.21 3.33 -2.40
C -2.73 4.77 0.88
C 1.60 0.56 5.07
C 1.05 -3.78 1.81
C 2.04 2.84 3.57
C 1.86 0.31 -1.09
C 2.26 5.86 -0.03
C 4.70 3.38 -0.53
C 4.65 1.12 1.85
C -1.79 5.33 3.03
C 3.48 0.60 1.27
C 2.09 6.15 1.32
C 4.49 1.65 -2.20
C 1.30 -4.10 4.20
C -5.34 -2.30 0.30
C 4.81 -0.81 3.27
C 0.93 0.73 3.86
C -2.98 -4.42 -1.41
C 2.47 1.53 5.53
C 1.88 -1.75 -2.34
C -4.50 -1.59 -0.75
C 2.45 -0.93 -1.40
C 2.81 7.19 1.87
C 1.60 2.78 0.43
C 3.79 7.69 -0.10
C 2.60 -5.44 2.66
C 0.73 -1.35 -3.02
C 0.71 -3.45 3.12
C 3.13 6.66 -0.76
C -2.36 -3.07 -1.72
C 2.98 -0.62 1.72
C 0.14 -0.15 -2.74
H 1.44 -0.35 5.64
H -0.17 4.10 3.69
H 5.33 -1.37 4.04
H 3.26 -2.28 3.03
H -2.70 -4.75 -0.41
H -5.26 -3.38 0.23
H 6.27 4.80 -0.83
H -2.69 -2.66 -2.68
H 0.27 -0.04 3.49
H -0.77 0.15 -3.24
H 3.39 3.43 5.12
H 3.33 -6.21 2.49
H 5.90 1.75 -3.81
H 1.39 5.58 1.92
H 0.29 -2.01 -3.75
H -2.62 -5.16 -2.11
H -1.79 5.93 3.92
H 6.20 0.83 3.29
H -3.43 6.37 2.13
H 2.22 -5.05 0.57
H -1.27 -3.13 -1.69
H -4.60 -0.51 -0.67
H 2.69 7.43 2.93
H -6.39 -2.03 0.19
H -3.46 4.95 0.10
H 3.99 0.78 -2.59
H -4.75 -1.89 -1.77
H 2.99 1.39 6.47
H 7.04 3.75 -2.94
H -1.85 3.10 -0.12
H 2.31 -2.72 -2.53
H 0.25 1.67 -1.61
H -4.07 -4.40 -1.47
H 4.48 8.33 -0.65
H 1.03 -3.84 5.21
H 2.25 3.71 2.95
H 5.05 2.06 1.52
H 4.35 3.85 0.38
H 3.35 -1.24 -0.87
H 3.32 6.48 -1.81
H 2.06 -1.03 1.31
H -0.02 -2.66 3.28
H -5.02 -2.01 1.30
*
```

Energy (Eh): -6445.81326
Kohn-Sham gap (eV): 7.00
Energy relative to the best compared isomer or geometry (same formula, charge and spin) (kJ/mol): 0.00
Max |F| (hartree/bohr): 0.00857
Molecular weight (g/mol): 1204.708